Density functional theory data (the ωB97M-V functional and the def2-TZVPD basis) for 14 unconnected molecules or ions with the total composition C5H39NO14S at a distorted geometry.

CARTESIAN COORDINATES (ANGSTROEM)
1 C 2.035275 0.005193 1.163417
2 C 2.716569 0.283264 2.493412
3 O 4.146791 0.410541 2.340000
4 C 0.705105 -0.646110 1.098254
5 N -0.458584 0.300124 0.998734
6 C -0.581653 0.866084 -0.377554
7 C -2.065324 1.305449 -0.711458
8 S -3.276270 -0.131096 -1.319189
9 H 2.751632 -0.703815 0.706472
10 H 1.989113 1.046583 0.512051
11 H 2.185436 1.164486 2.971022
12 H 2.606176 -0.516087 3.207814
13 H 4.377618 1.269903 2.751554
14 H 0.747310 -1.591081 0.439257
15 H 0.516465 -1.274513 2.004476
16 H -1.142575 -0.323613 1.397965
17 H -0.050805 1.780575 -0.306062
18 H -0.164617 0.189929 -1.221599
19 H -1.993974 2.143155 -1.455924
20 H -2.566113 1.638350 0.179179
21 H -2.608413 -1.283539 -0.609113
22 H 0.159845 -3.473871 -0.558812
23 H 0.509191 -4.331486 -1.880306
24 O 0.743781 -3.499065 -1.282150
25 H 1.487303 -1.451371 -3.256807
26 H 1.396938 -0.313166 -4.061526
27 O 1.650837 -0.527630 -3.143829
28 H -4.447692 1.165876 2.343484
29 H -3.261522 0.947162 3.244710
30 O -3.952900 0.461696 2.764986
31 H 1.165581 4.088839 2.507471
32 H 0.047613 4.209480 1.301600
33 O 0.294647 3.733353 2.158844
34 H -1.427414 -2.893521 0.971997
35 H -2.379233 -3.751252 -0.093896
36 O -1.487003 -3.564466 0.127315
37 H -1.208810 2.114576 4.011497
38 H -0.948934 1.792961 2.706174
39 O -1.759397 1.670961 3.407571
40 H 2.851253 1.858823 -1.428005
41 H 1.975540 0.957714 -2.257870
42 O 2.009616 1.740978 -1.714381
43 H -0.203592 3.442795 -3.788653
44 H -0.612851 2.042887 -3.164981
45 O -0.646549 2.696061 -3.932017
46 H -0.684167 -2.728610 -3.145388
47 H -1.244210 -1.749333 -4.117828
48 O -0.458445 -2.276257 -3.935377
49 H 2.737470 -1.483304 -1.524352
50 H 3.874890 -2.140061 -0.724440
51 O 3.551137 -1.354057 -1.129017
52 H 0.193243 -3.857160 1.088887
53 H 0.601235 -4.496958 2.253461
54 O 0.647796 -3.702517 1.875586
55 H 0.724456 4.856900 -1.752566
56 H 1.733099 3.877704 -1.567832
57 O 1.534653 4.862891 -1.221518
58 H -2.508711 -1.022778 2.308794
59 H -2.261088 -2.302606 3.114543
60 O -2.043228 -1.875884 2.310615

Atoms 1-3, force components in eV/Å:
C 1.9 1.8 -1.8
C -1.1 0.9 0.7
O -0.6 1.6 0.3

Calculated values
Energy above the lowest of the compared OMol25 structures with the same formula, charge and spin, kcal per mole: 137.0
Molar mass, g/mol: 369.43
Kohn-Sham gap, hartree: 0.32992